[1]
Formula: C32H72F2NO4P2S2
Source: the OMol25 dataset
Level of theory: wB97M-V/def2-TZVPD

Cartesian coordinates (Å):
C -1.05 5.84 -4.66
C -0.59 4.42 -4.80
C -0.59 3.62 -3.42
C -2.06 3.11 -2.98
P -2.41 3.07 -1.17
C -0.90 2.90 -0.05
C -0.87 1.94 1.12
C -1.42 2.62 2.47
C -0.54 3.76 2.99
C -3.66 1.70 -0.61
C -4.55 1.92 0.66
C -5.87 1.04 0.44
C -6.98 1.16 1.44
C -3.10 4.67 -0.61
C -2.39 6.00 -1.10
C -2.51 7.15 -0.05
C -2.09 8.47 -0.62
H -2.13 5.97 -4.68
H -0.75 6.47 -5.50
H -0.75 6.40 -3.78
H 0.42 4.61 -5.15
H -1.09 3.87 -5.61
H -0.23 4.25 -2.62
H 0.19 2.86 -3.47
H -2.38 2.18 -3.44
H -2.78 3.86 -3.28
H -0.54 3.82 0.38
H 0.02 2.54 -0.52
H 0.15 1.58 1.22
H -1.55 1.10 0.94
H -1.67 1.88 3.24
H -2.26 3.30 2.33
H -0.82 4.00 4.01
H -0.72 4.70 2.47
H 0.50 3.46 3.05
H -3.10 0.76 -0.61
H -4.22 1.65 -1.54
H -4.88 2.94 0.88
H -4.04 1.53 1.54
H -5.58 -0.01 0.32
H -6.33 1.33 -0.50
H -7.96 0.71 1.24
H -7.11 2.24 1.45
H -6.62 0.77 2.39
H -3.11 4.69 0.48
H -4.13 4.67 -0.97
H -2.80 6.40 -2.03
H -1.31 5.87 -1.22
H -1.86 7.00 0.81
H -3.55 7.25 0.27
H -2.65 8.79 -1.50
H -1.04 8.37 -0.88
H -2.10 9.25 0.15
C 5.55 -0.99 -0.87
C 4.38 -1.90 -0.92
C 4.17 -2.84 0.25
C 3.02 -3.75 -0.05
P 2.40 -4.57 1.37
C 3.62 -5.73 2.07
C 4.89 -5.10 2.68
C 6.22 -5.63 1.99
C 7.47 -4.76 2.23
C 1.93 -3.31 2.64
C 0.98 -2.15 2.23
C 0.15 -1.48 3.38
C 0.87 -0.25 4.00
C 0.94 -5.57 0.75
C 0.02 -4.96 -0.33
C -0.72 -6.12 -1.12
C -1.62 -5.67 -2.32
H 5.87 -0.46 -1.77
H 6.44 -1.59 -0.73
H 5.62 -0.30 -0.03
H 4.48 -2.46 -1.85
H 3.49 -1.29 -1.07
H 4.17 -2.32 1.21
H 5.08 -3.45 0.28
H 3.10 -4.61 -0.71
H 2.21 -3.15 -0.46
H 3.79 -6.54 1.36
H 3.01 -6.16 2.87
H 4.93 -5.12 3.77
H 4.87 -4.06 2.38
H 6.06 -5.59 0.91
H 6.22 -6.69 2.25
H 7.25 -3.70 2.12
H 8.32 -5.09 1.64
H 7.89 -4.72 3.24
H 2.89 -2.91 2.95
H 1.61 -3.93 3.48
H 0.30 -2.66 1.56
H 1.35 -1.40 1.53
H -0.09 -2.25 4.11
H -0.84 -1.16 3.06
H 0.20 0.02 4.82
H 1.01 0.58 3.31
H 1.79 -0.50 4.51
H 0.37 -5.87 1.63
H 1.38 -6.50 0.40
H 0.60 -4.24 -0.92
H -0.73 -4.34 0.16
H -1.40 -6.64 -0.44
H -0.16 -7.00 -1.43
H -1.02 -5.19 -3.10
H -2.38 -4.96 -1.98
H -2.14 -6.52 -2.77
N -1.25 0.10 -2.24
S -2.03 -1.00 -3.15
O -2.15 -2.39 -2.63
O -2.02 -0.82 -4.61
F -3.54 -0.36 -2.84
S -0.03 -0.63 -2.04
O 0.73 -0.81 -3.27
O 0.09 -1.63 -0.98
F 0.73 0.60 -1.42

net charge	+1
ΔE to the lowest compared entry with this formula, charge and spin	423.4	kJ/mol
energy	-89706.25454	eV
lowest unoccupied orbital energy	-1.6204	eV
HOMO energy	-11.942	eV


[2]
Formula: C32H75F36N4O2P7
Source: the OMol25 dataset
Level of theory: wB97M-V/def2-TZVPD

Cartesian coordinates (Å):
C 11.81 -4.29 -2.65
C 10.45 -4.55 -1.97
N 9.53 -3.42 -1.97
C 8.36 -3.23 -1.24
C 7.79 -2.06 -1.65
N 8.47 -1.51 -2.69
C 9.64 -2.26 -2.80
C 8.18 -0.38 -3.54
H 11.58 -4.15 -3.70
H 12.48 -5.14 -2.58
H 12.20 -3.36 -2.24
H 10.61 -4.69 -0.90
H 9.90 -5.45 -2.25
H 8.10 -3.87 -0.41
H 6.94 -1.53 -1.24
H 10.35 -2.18 -3.61
H 7.53 0.30 -2.99
H 7.68 -0.68 -4.46
H 9.08 0.18 -3.79
C -1.37 -1.84 4.48
C -2.00 -0.50 5.00
C -1.77 -0.45 6.54
C -2.36 0.81 7.15
P -2.11 1.18 8.91
C -2.55 2.92 9.20
C -3.93 3.56 8.70
C -4.03 5.05 8.77
C -5.49 5.60 8.35
C -3.23 0.07 9.97
C -4.61 -0.23 9.28
C -5.58 -0.95 10.17
C -7.01 -1.17 9.61
C -0.36 0.79 9.38
C 0.73 1.52 8.61
C 2.09 1.48 9.33
C 2.18 2.52 10.40
H -0.31 -1.79 4.75
H -1.52 -1.80 3.40
H -1.83 -2.79 4.76
H -3.03 -0.40 4.67
H -1.39 0.26 4.51
H -0.73 -0.48 6.85
H -2.21 -1.34 6.98
H -3.39 1.01 6.86
H -1.87 1.60 6.58
H -1.80 3.58 8.77
H -2.42 2.94 10.28
H -4.70 3.20 9.37
H -4.06 3.28 7.65
H -3.26 5.38 8.08
H -3.77 5.29 9.80
H -5.77 6.63 8.59
H -6.38 5.02 8.59
H -5.68 5.41 7.30
H -3.30 0.58 10.93
H -2.63 -0.83 10.12
H -4.33 -0.76 8.36
H -4.99 0.72 8.92
H -5.75 -0.34 11.06
H -5.12 -1.86 10.54
H -7.47 -0.19 9.72
H -7.55 -1.84 10.28
H -7.09 -1.43 8.55
H -0.19 -0.27 9.24
H -0.44 0.90 10.47
H 0.43 2.56 8.47
H 0.89 1.06 7.64
H 2.76 1.83 8.55
H 2.42 0.51 9.71
H 2.20 3.54 10.04
H 3.03 2.50 11.09
H 1.28 2.44 11.01
C -5.55 -3.25 -7.17
N -6.33 -4.10 -6.14
C -6.92 -2.99 -5.19
C -7.36 -4.95 -6.95
C -5.37 -5.11 -5.44
C -5.95 -5.79 -4.19
O -5.84 -4.99 -3.04
H -4.92 -3.99 -7.65
H -4.98 -2.53 -6.60
H -6.30 -2.74 -7.77
H -7.50 -3.58 -4.47
H -7.52 -2.38 -5.86
H -6.07 -2.53 -4.68
H -6.80 -5.50 -7.70
H -8.09 -4.25 -7.35
H -7.88 -5.69 -6.34
H -4.54 -4.58 -4.97
H -5.02 -5.79 -6.23
H -5.46 -6.76 -4.05
H -6.95 -6.13 -4.45
H -6.71 -4.94 -2.64
C 3.25 -6.40 -4.75
N 3.54 -7.25 -5.99
C 4.90 -8.05 -5.72
C 2.43 -8.34 -5.99
C 3.56 -6.34 -7.26
C 3.84 -7.00 -8.63
O 5.10 -7.57 -8.84
H 2.19 -6.14 -4.74
H 3.88 -5.52 -4.63
H 3.41 -7.08 -3.91
H 5.23 -8.57 -6.62
H 4.69 -8.81 -4.97
H 5.46 -7.22 -5.29
H 1.51 -7.80 -6.20
H 2.32 -9.03 -5.16
H 2.62 -8.97 -6.86
H 4.34 -5.60 -7.06
H 2.57 -5.88 -7.21
H 3.91 -6.21 -9.38
H 3.07 -7.75 -8.84
H 5.80 -6.95 -9.04
P -0.38 7.51 -10.29
F -0.01 6.40 -11.40
F 1.16 8.08 -10.20
F -0.76 8.59 -11.44
F -0.69 8.58 -9.07
F -1.91 7.01 -10.09
F 0.04 6.48 -9.07
P -6.54 5.42 -5.14
F -5.84 4.43 -6.22
F -7.78 4.39 -4.98
F -5.69 4.69 -3.99
F -7.32 6.28 -4.01
F -5.34 6.47 -5.32
F -7.41 6.14 -6.40
P 4.60 4.86 2.39
F 6.04 5.04 1.55
F 4.16 6.38 2.04
F 3.78 4.54 0.98
F 3.27 4.70 3.25
F 4.97 3.29 2.62
F 5.42 5.43 3.73
P 5.86 8.16 -5.28
F 7.16 7.21 -4.90
F 6.56 9.56 -4.95
F 6.29 8.28 -6.80
F 4.49 8.97 -5.67
F 5.11 6.75 -5.62
F 5.26 8.05 -3.77
P 0.47 0.42 -4.11
F -0.63 -0.64 -4.48
F 0.00 1.36 -5.39
F -0.50 1.34 -3.23
F 1.69 1.49 -3.79
F 1.02 -0.40 -2.73
F 1.57 -0.42 -4.95
P -3.26 6.86 1.86
F -3.00 6.12 3.30
F -2.88 5.46 1.00
F -4.87 6.42 2.07
F -3.77 7.58 0.50
F -3.54 8.23 2.71
F -1.67 7.34 1.55

net charge	-2
energy	-207327.99118	eV
lowest unoccupied orbital energy	-0.5866	eV
HOMO energy	-4.126	eV


[3]
Formula: C32H75F6FeNO24P5S2
Source: the OMol25 dataset
Level of theory: wB97M-V/def2-TZVPD

Cartesian coordinates (Å):
Fe 0.96 -0.22 -0.28
C 2.94 -3.49 -2.38
F 2.26 -3.57 -3.53
F 2.14 -3.93 -1.39
F 4.00 -4.28 -2.56
S 3.50 -1.69 -2.14
O 4.99 -1.81 -2.01
O 2.94 -0.84 -3.17
N 2.63 -1.14 -0.64
S 3.52 -1.84 0.44
O 2.83 -1.49 1.58
O 3.88 -3.25 0.33
C 5.15 -0.72 0.48
F 6.16 -1.58 0.17
F 5.09 0.39 -0.35
F 5.23 -0.38 1.79
C -1.32 5.49 -1.61
C 0.16 5.09 -1.31
O 0.39 3.66 -1.13
P 1.18 2.70 -2.10
O 1.36 1.34 -1.44
O 2.60 3.58 -2.46
C 3.60 3.05 -3.29
C 4.88 2.61 -2.75
O 0.30 2.73 -3.44
C 0.27 3.75 -4.47
C 0.51 3.32 -5.93
H -1.50 5.19 -2.64
H -1.98 4.86 -1.02
H -1.48 6.57 -1.52
H 0.73 5.45 -2.16
H 0.65 5.65 -0.52
H 3.19 2.22 -3.87
H 3.84 3.82 -4.03
H 5.43 2.05 -3.50
H 5.38 3.50 -2.37
H 4.58 1.91 -1.97
H -0.76 4.11 -4.47
H 0.89 4.62 -4.26
H -0.29 2.64 -6.23
H 0.30 4.09 -6.68
H 1.46 2.87 -6.22
C -3.02 2.23 -3.12
C -3.51 1.82 -1.71
O -2.65 2.42 -0.80
P -2.06 1.57 0.36
O -0.89 0.65 -0.08
O -1.69 2.74 1.36
C -2.65 3.78 1.78
C -3.20 3.50 3.20
O -3.39 0.75 1.04
C -3.17 -0.17 2.02
C -4.58 -0.72 2.31
H -3.65 2.04 -3.99
H -2.57 3.22 -3.05
H -2.28 1.45 -3.32
H -4.44 2.37 -1.60
H -3.74 0.76 -1.64
H -2.12 4.73 1.77
H -3.39 3.82 0.98
H -3.70 2.54 3.32
H -2.48 3.56 4.01
H -3.94 4.28 3.39
H -2.51 -0.97 1.69
H -2.72 0.52 2.73
H -4.99 -1.29 1.47
H -4.59 -1.41 3.16
H -5.28 0.06 2.61
C -0.43 -2.04 -6.34
C -0.39 -1.35 -4.98
O -0.82 -2.39 -3.97
P -1.13 -1.88 -2.48
O 0.00 -1.24 -1.74
O -2.45 -1.00 -2.70
C -3.54 -1.53 -3.47
C -4.65 -1.94 -2.57
O -1.81 -3.13 -1.82
C -1.44 -4.42 -2.40
C -2.73 -5.07 -3.09
H 0.11 -1.43 -7.06
H 0.02 -3.03 -6.37
H -1.36 -2.27 -6.86
H 0.54 -0.84 -4.72
H -1.22 -0.64 -5.00
H -3.85 -0.67 -4.06
H -3.51 -2.30 -4.25
H -4.34 -2.71 -1.86
H -4.95 -1.07 -1.99
H -5.53 -2.27 -3.13
H -0.71 -4.46 -3.21
H -1.02 -5.07 -1.63
H -3.53 -5.03 -2.35
H -2.97 -4.65 -4.06
H -2.46 -6.12 -3.16
C 3.42 4.99 2.14
C 2.56 3.83 1.61
O 2.82 2.80 2.52
P 1.73 1.60 2.61
O 1.35 0.98 1.33
O 2.34 0.53 3.62
C 3.35 0.81 4.52
C 3.74 -0.51 5.08
O 0.39 2.12 3.44
C 0.40 2.91 4.60
C -0.16 2.14 5.82
H 4.46 4.71 2.04
H 3.20 5.86 1.51
H 3.07 5.31 3.12
H 1.49 4.03 1.55
H 2.83 3.63 0.58
H 4.21 1.25 4.01
H 2.98 1.62 5.15
H 4.17 -1.29 4.45
H 4.40 -0.19 5.89
H 2.84 -1.03 5.39
H 1.36 3.41 4.70
H -0.22 3.77 4.35
H 0.60 1.38 6.04
H -0.34 2.80 6.66
H -1.08 1.65 5.51
C -2.44 -5.48 2.23
C -1.98 -4.32 3.02
O -1.64 -3.24 2.11
P -0.12 -2.83 1.86
O -0.05 -1.65 0.90
O 0.45 -2.48 3.38
C -0.03 -1.31 4.15
C -1.34 -1.74 4.82
O 0.73 -4.15 1.47
C 1.24 -5.22 2.30
C 1.95 -6.27 1.47
H -3.40 -5.30 1.75
H -1.81 -5.72 1.38
H -2.67 -6.33 2.87
H -2.87 -3.86 3.46
H -1.26 -4.53 3.81
H 0.79 -1.08 4.83
H -0.20 -0.63 3.32
H -2.20 -2.07 4.24
H -1.11 -2.50 5.57
H -1.76 -0.87 5.33
H 1.80 -4.87 3.16
H 0.35 -5.59 2.80
H 1.31 -6.92 0.88
H 2.80 -5.83 0.96
H 2.39 -7.00 2.15

expectation value of S²	8.76
spin multiplicity	6
net charge	+2
ΔE to the lowest compared entry with this formula, charge and spin	516.6	kJ/mol
energy	-203833.62376	eV
lowest unoccupied orbital energy (alpha / beta)	-3.3106 / -6.8733	eV
HOMO energy (alpha / beta)	-14.994 / -14.984	eV